A molecular structure, C25H23Cl2N2O3PS2Tc, computed with ωB97M-V/def2-TZVPD.

XYZ file:
```
59
Properties=species:S:1:pos:R:3:forces:R:3
Tc 0.8470 -0.7523 -0.8632 0.047 0.069 -0.026
O 1.1487 -3.5856 1.8831 0.001 0.007 -0.003
C 0.9048 -2.4263 1.7010 0.005 -0.024 -0.002
O 1.4734 -1.7569 0.6847 -0.014 -0.019 0.001
C -0.0356 -1.6490 2.5714 -0.004 0.007 0.008
C -0.4405 -2.2840 3.7392 -0.001 -0.002 -0.001
C -1.3096 -1.6610 4.6228 0.005 -0.006 0.007
C -1.7970 -0.3961 4.3384 -0.003 0.006 -0.002
C -1.4168 0.2446 3.1681 -0.003 0.001 -0.006
C -0.5322 -0.3688 2.2802 -0.002 0.002 0.012
P -0.0619 0.6331 0.8603 -0.053 0.010 -0.001
C 1.3320 1.6733 1.2870 0.012 -0.006 -0.010
C 1.9595 1.5034 2.5222 0.007 -0.002 0.006
C 3.0684 2.2733 2.8379 -0.001 -0.004 0.006
C 3.5539 3.2026 1.9286 0.000 0.000 0.000
C 2.9362 3.3680 0.6935 0.001 0.002 -0.003
C 1.8310 2.6029 0.3640 0.009 0.005 -0.003
C -1.4998 1.5753 0.3632 0.001 0.004 0.010
C -1.4742 2.9616 0.2362 0.000 0.008 -0.001
C -2.6185 3.6307 -0.1771 -0.002 0.004 0.002
C -3.7768 2.9231 -0.4582 -0.001 0.001 -0.001
C -3.8082 1.5389 -0.3146 -0.002 -0.003 0.001
C -2.6738 0.8631 0.0945 -0.003 -0.006 0.004
H -0.0568 -3.2742 3.9426 0.000 0.001 0.000
H -1.6062 -2.1672 5.5314 0.001 0.002 -0.004
H -2.4768 0.0961 5.0207 0.003 -0.002 -0.002
H -1.8134 1.2280 2.9497 0.000 0.000 0.000
H 1.5832 0.7842 3.2381 0.001 0.003 -0.003
H 3.5501 2.1491 3.7982 -0.002 0.002 -0.003
H 4.4177 3.8027 2.1819 -0.003 -0.002 0.000
H 3.3163 4.0938 -0.0130 -0.002 -0.003 0.005
H 1.3647 2.7278 -0.6058 -0.001 0.002 0.001
H -0.5821 3.5245 0.4732 -0.002 -0.002 0.000
H -2.6036 4.7081 -0.2697 -0.001 -0.006 0.001
H -4.6661 3.4506 -0.7764 0.004 -0.001 0.003
H -4.7235 0.9948 -0.5064 0.003 0.002 0.001
H -2.7079 -0.2115 0.2408 0.000 0.001 -0.002
Cl 2.5373 -2.3088 -2.3867 -0.003 0.001 -0.011
C 3.8402 -1.5604 -1.4320 -0.010 -0.001 -0.006
Cl 3.2886 0.0686 -0.9190 -0.006 -0.012 0.007
H 4.7189 -1.4424 -2.0546 0.007 0.003 -0.006
H 4.0050 -2.1572 -0.5427 -0.004 -0.002 0.010
N -1.8061 -1.6564 -1.9937 0.001 -0.012 0.014
C -2.6303 -2.6956 -2.0943 -0.006 0.015 -0.004
C -2.1185 -3.7203 -1.3111 0.003 -0.016 -0.003
C -0.9548 -3.2143 -0.7629 0.014 0.000 0.029
N -0.7650 -1.9417 -1.1787 -0.014 -0.013 -0.013
H -1.8322 -0.7539 -2.4522 0.002 0.010 -0.006
H -3.5146 -2.6460 -2.7092 0.008 -0.004 0.005
H -2.5355 -4.7016 -1.1676 0.006 0.006 -0.002
H -0.2427 -3.6941 -0.1087 -0.006 0.008 -0.003
C 0.8444 -1.2124 -5.6423 0.007 0.007 0.009
O 0.3567 -0.7113 -4.3703 -0.045 -0.079 -0.054
C 0.9721 0.3373 -3.8560 0.079 0.084 0.003
S 2.2612 1.1276 -4.4127 -0.036 -0.021 0.030
S 0.1192 0.8668 -2.3573 0.011 -0.023 0.002
H 0.1946 -2.0452 -5.8862 -0.005 -0.006 0.001
H 1.8795 -1.5324 -5.5384 -0.004 0.005 -0.002
H 0.7766 -0.4273 -6.3919 0.000 -0.001 0.005
```
Positions in Å, forces in eV/Å.

Computed properties:
Charge   +2
Kohn-Sham gap (spin up / spin down)   6.8574 / 5.9602 eV
Spin multiplicity   4
Expectation value of S²   3.789